1.
Density functional theory data (the ωB97M-V functional and the def2-TZVPD basis) for C26H31N3OsP2 as an isolated structure at a distorted geometry.

Results
- Maximum force: 5.04 eV/Å
- LUMO energy (alpha / beta): -5.1973 / -8.8705 eV
- HOMO level (alpha / beta): -13.421 / -14.129 eV
- 2S+1: 5
- ⟨S²⟩: 6.03
- Gap between HOMO and LUMO (alpha / beta): 8.22 / 5.26 eV
- Total charge: +2
- Electronic energy: -52964.8959 eV

Geometry (Å):
C -2.093174 -1.807542 -3.357978
C -1.580984 -1.005281 -2.344301
C -2.105188 -1.139028 -1.053220
C -3.225147 -1.985139 -0.819662
C -3.751080 -2.746053 -1.874453
C -3.143395 -2.702848 -3.132348
C -3.665335 -2.007201 0.630635
C -3.853350 -0.559689 1.034346
C -2.708076 0.238956 0.739074
C -2.805845 1.625268 0.918563
C -3.881809 2.166605 1.628427
C -4.938798 1.351853 2.065849
C -4.967915 -0.007752 1.705065
H -1.621960 -1.712645 -4.341127
H -4.588028 -3.431182 -1.732016
H -3.453689 -3.338707 -3.973101
H -4.316560 -2.794861 1.008601
H -3.880618 3.256717 1.800557
H -5.727537 1.824039 2.676384
H -5.846332 -0.609149 2.003522
N -1.607586 -0.345979 0.027246
Os 0.359289 0.024721 0.522849
C -0.495467 0.001168 -2.612950
H -0.794657 1.039441 -2.402027
H -0.151481 -0.063337 -3.653551
C -1.777926 2.497973 0.270821
H -1.724086 2.350311 -0.818199
H -1.967765 3.556608 0.479558
P 0.984775 -0.395312 -1.508899
P -0.058271 2.097854 0.947952
C -0.275932 2.572616 2.693398
H 0.577350 2.219258 3.276618
H -0.362167 3.657343 2.817069
H -1.177063 2.101980 3.096824
C 0.873840 3.440164 0.144525
H 0.528604 4.421286 0.490229
H 1.938530 3.352419 0.371490
H 0.754489 3.391267 -0.942253
C 1.416841 -2.080080 -2.079292
H 1.480739 -2.145657 -3.175269
H 2.381434 -2.355226 -1.640137
H 0.663517 -2.796341 -1.729004
C 2.292928 0.649997 -2.203830
H 3.237097 0.371797 -1.728747
H 2.382234 0.506231 -3.286703
H 2.087309 1.703113 -1.992714
H -2.796974 -2.301114 1.154494
H 0.347931 -1.184579 1.653979
N 4.117134 1.141098 1.921235
C 2.813242 1.334901 1.742706
N 2.276026 0.227165 1.250567
C 3.260348 -0.769919 1.184132
C 3.226655 -2.081068 0.699997
C 4.467622 -2.700872 0.471777
C 5.679329 -2.061892 0.808116
C 5.674356 -0.786496 1.400139
C 4.448342 -0.155403 1.566561
H 4.773514 1.825639 2.278755
H 2.326226 2.246908 2.036115
H 2.260027 -2.566006 0.542326
H 4.496945 -3.694042 0.017646
H 6.626416 -2.584992 0.611597
H 6.591110 -0.279303 1.712040

Atomic forces in eV per Å
C 0.3 0.0 -0.2
C 0.3 0.1 -0.2
C -0.1 0.0 0.8
C -0.3 -0.5 -0.3
C 0.4 0.0 0.5
C 0.5 0.4 -0.4
C -0.2 0.4 -0.4
C -0.6 -0.1 0.8
C -0.6 -0.7 -0.1
C 0.2 0.4 0.3
C 0.1 -0.1 -0.1
C 0.3 0.4 0.0
C 0.6 -0.1 0.0
H -0.4 -0.1 0.2
H 0.2 0.3 0.2
H -0.1 0.3 0.6
H -0.9 0.5 -0.7
H -0.2 -0.7 -0.1
H 0.3 -0.5 -0.5
H 0.8 0.2 -0.4
N -3.0 0.2 -1.3
Os 0.9 -1.9 3.2
C 0.5 -0.2 0.3
H 0.0 -0.3 -0.1
H -0.1 0.1 0.2
C 1.0 0.2 0.5
H -0.2 0.1 0.3
H 0.0 -0.1 -0.1
P 0.4 -1.1 -4.9
P -3.1 3.9 0.2
C 0.4 0.2 0.2
H -0.2 0.0 0.1
H 0.0 -0.1 -0.1
H 0.1 -0.1 -0.2
C 0.5 0.1 0.1
H 0.0 -0.2 0.0
H -0.1 0.2 -0.2
H -0.1 -0.1 0.2
C 0.1 -0.2 0.1
H 0.0 0.2 0.3
H -0.2 0.0 -0.2
H 0.1 0.2 -0.1
C 0.2 0.1 0.1
H 0.0 0.1 -0.1
H -0.1 0.0 0.2
H 0.1 -0.1 -0.1
H 1.5 -0.3 0.7
H -0.4 -0.4 0.2
N 0.7 0.5 0.5
C 1.0 -1.0 0.1
N -1.3 -0.3 0.0
C 0.3 0.6 -0.2
C 0.5 -0.1 0.0
C -0.7 0.3 0.2
C -0.1 0.6 0.3
C 0.6 -0.5 -0.1
C 0.2 -0.6 -0.5
H -0.2 -0.1 0.0
H 0.0 -0.1 -0.1
H 0.5 0.0 -0.1
H 0.0 0.3 0.3
H -0.5 0.4 0.2
H -0.2 -0.3 -0.2



2.
Density functional theory data (the ωB97M-V functional and the def2-TZVPD basis) for C26H31N8O2S2Ti as an isolated structure at a distorted geometry.

Results
- Maximum force: 3.71 eV/Å
- LUMO energy: -3.3749 eV
- HOMO level: -10.256 eV
- Energy relative to the best compared isomer or geometry (same formula, charge and spin): 0.7057 eV
- Gap between HOMO and LUMO: 6.88 eV
- Total charge: +1
- Electronic energy: -88262.8769 eV

Geometry (Å):
Ti -0.354543 0.434040 0.965583
C -3.278699 1.076236 2.138559
O -2.429063 1.034111 0.983508
C -3.008648 0.540207 -0.181558
C -4.322970 0.147565 -0.345284
C -4.732948 -0.349054 -1.577212
C -3.849371 -0.447891 -2.638873
C -2.536218 -0.034094 -2.488911
C -2.115946 0.451915 -1.261523
N -0.806806 0.851834 -0.959914
N -0.169059 1.418934 -1.899841
C 1.024533 1.996441 -1.638615
C 1.487678 2.263748 -0.316890
O 0.885005 1.849519 0.753241
C 2.624053 3.114910 -0.171985
C 3.260221 3.645531 -1.246817
C 2.844074 3.373395 -2.582566
C 3.494615 3.933517 -3.698569
C 3.057664 3.667227 -4.970013
C 1.969022 2.806509 -5.167909
C 1.325540 2.235794 -4.096358
C 1.732847 2.528244 -2.782997
H -4.148631 1.700044 1.936618
H -2.685725 1.516495 2.930720
H -3.589424 0.068785 2.418851
H -5.030885 0.199001 0.468904
H -5.758662 -0.669052 -1.701140
H -4.183017 -0.841914 -3.589377
H -1.814526 -0.111093 -3.290373
H 2.941034 3.337221 0.839208
H 4.106576 4.305611 -1.095885
H 4.340954 4.590651 -3.538210
H 3.544385 4.122916 -5.821622
H 1.628498 2.597759 -6.173608
H 0.491581 1.564567 -4.242491
N 1.423198 -0.889225 0.748303
N 2.500231 -0.630148 -0.156332
C 2.393984 -0.772893 -1.506467
N 3.419170 -0.256484 -2.207190
S 1.155540 -1.589657 -2.258963
H 1.820270 -0.892269 1.680594
H 1.094546 -1.850634 0.566105
H 3.154103 0.056158 0.187361
H 4.078551 0.384687 -1.794658
H 3.367481 -0.299107 -3.209049
C -0.821474 -1.254319 4.469876
C -0.098584 0.035830 4.045658
C 1.403519 -0.092088 4.368564
C -0.674567 1.228791 4.833017
N -0.252258 0.238322 2.640472
H -0.709077 -1.419224 5.542739
H -0.407158 -2.105999 3.927510
H -1.883835 -1.181312 4.232547
H 1.562583 -0.106470 5.446601
H 1.939021 0.756503 3.938933
H 1.806367 -1.020412 3.953600
H -0.325446 1.215811 5.865673
H -1.764499 1.186313 4.848284
H -0.361059 2.161876 4.363001
S -1.744070 -1.891717 0.871033
C -1.116296 -3.368334 0.392242
N -1.977385 -4.260795 -0.198851
C -1.601919 -5.501564 -0.564025
C -0.322715 -5.905056 -0.336288
C 0.533157 -4.970533 0.264915
N 0.152979 -3.759967 0.607821
H -2.920066 -3.929097 -0.353541
H -2.351464 -6.128181 -1.025561
H 0.015664 -6.890986 -0.610655
H 1.568367 -5.217453 0.470083

Atomic forces in eV per Å
Ti 0.4 -1.6 3.3
C -0.1 0.1 0.3
O -0.4 -0.4 -0.4
C 0.0 0.2 -1.0
C 0.0 0.1 0.4
C 0.0 0.0 0.0
C 0.0 0.0 -0.1
C 0.2 0.0 0.2
C -0.7 0.1 -0.2
N 0.1 1.0 -1.9
N -0.5 -0.2 0.0
C 0.4 0.1 0.5
C -0.2 0.3 -0.8
O 0.7 0.8 -0.2
C 0.1 -0.1 0.2
C 0.0 0.0 0.0
C -0.2 -0.2 -0.1
C 0.1 0.1 0.0
C 0.1 0.1 0.0
C 0.0 -0.1 0.1
C 0.0 0.0 0.0
C 0.0 0.1 0.0
H 0.0 0.0 -0.1
H 0.0 0.0 0.0
H 0.0 0.0 -0.1
H 0.0 0.0 0.0
H 0.0 0.0 0.0
H 0.0 0.0 0.0
H 0.0 0.0 0.0
H 0.0 0.0 0.0
H 0.0 0.0 0.0
H 0.0 0.0 0.0
H 0.0 0.0 0.0
H 0.0 0.0 0.0
H 0.0 0.0 0.0
N -0.1 -0.4 -0.9
N 0.2 0.1 0.0
C -0.2 -0.3 0.1
N 0.2 0.2 0.2
S -0.2 -0.2 0.2
H 0.1 0.0 0.1
H 0.2 0.1 0.1
H -0.1 0.1 0.1
H 0.0 0.0 0.0
H -0.1 0.0 0.0
C 0.1 0.2 -0.1
C -0.1 -0.1 0.7
C -0.2 0.1 -0.2
C 0.1 -0.1 -0.2
N 0.0 0.3 0.0
H 0.0 0.0 0.0
H 0.0 0.0 0.0
H 0.0 0.0 0.0
H 0.1 0.0 0.0
H 0.1 0.0 0.1
H 0.0 0.0 0.0
H 0.0 0.0 0.0
H 0.0 0.1 0.0
H 0.0 0.0 0.1
S -0.1 -0.2 0.0
C -0.1 0.0 0.1
N 0.2 0.0 0.0
C 0.0 -0.1 0.0
C 0.0 -0.1 0.0
C -0.2 0.2 -0.1
N 0.3 0.2 0.0
H 0.0 0.0 -0.1
H 0.0 0.0 0.0
H 0.0 0.0 0.0
H 0.0 0.0 0.0



3.
Density functional theory data (the ωB97M-V functional and the def2-TZVPD basis) for a 2-piece molecular cluster, C26H32BClO2 overall at a distorted geometry.

Results
- Maximum force: 3.32 eV/Å
- LUMO energy: -3.4361 eV
- HOMO level: -6.499 eV
- Energy relative to the best compared isomer or geometry (same formula, charge and spin): 0.0000 eV
- Gap between HOMO and LUMO: 3.06 eV
- Total charge: 0
- Electronic energy: -44773.1346 eV

Geometry (Å):
C -2.604699 -1.484264 0.167957
C -1.463153 -2.484131 -0.028031
C -1.860492 -3.487361 -1.097993
O -0.314320 -1.806028 -0.481712
B 0.444459 -1.521140 0.714222
C 1.979528 -2.132703 0.567282
C 2.697447 -2.375767 1.730890
C 3.933713 -3.038737 1.666353
C 4.456810 -3.413987 0.421587
C 3.748133 -3.124191 -0.750531
C 2.495540 -2.482815 -0.673543
C 0.410254 0.137568 0.716230
C 1.045218 0.791436 -0.448475
C -0.320385 0.792671 1.618267
O -0.124400 -2.092735 1.900447
C -0.972207 -3.105630 1.398370
C -2.068641 -3.355256 2.423882
C -0.170702 -4.394162 1.188054
H -3.547837 -2.019690 0.352112
H -2.400913 -0.794086 0.999542
H -2.703577 -0.891231 -0.750289
H -2.749659 -4.035769 -0.769844
H -2.101489 -2.941644 -2.017735
H -1.053967 -4.193996 -1.308936
H 2.299966 -2.042834 2.691213
H 4.476761 -3.245452 2.590577
H 5.418334 -3.927277 0.366006
H 4.157843 -3.389247 -1.727700
H 1.951264 -2.236269 -1.587759
H 1.117203 0.105466 -1.299630
H 0.451602 1.660783 -0.753724
H 2.048795 1.172012 -0.214753
H -0.405521 1.873142 1.546203
H -0.786619 0.319766 2.481956
H -2.797270 -4.074286 2.026711
H -1.604807 -3.784525 3.321428
H -2.576704 -2.422204 2.689977
H -0.845755 -5.229810 0.956069
H 0.567706 -4.283871 0.382334
H 0.370378 -4.619231 2.115045
Cl -2.563994 5.291041 3.459001
C -1.820527 4.824136 1.991642
C -0.584626 5.383147 1.626952
C 0.011329 5.016030 0.426384
C -0.614808 4.072105 -0.435614
C -0.007520 3.741951 -1.688384
C -0.647280 2.879750 -2.737063
C 0.273422 3.052164 -4.009580
C 1.395386 3.924082 -3.511899
C 1.190555 4.312590 -2.198508
C -1.853588 3.498987 -0.029402
C -2.446872 3.872528 1.171969
H -0.101418 6.093428 2.293768
H 0.955039 5.472500 0.123547
H -0.715581 1.821882 -2.437962
H -1.669115 3.224193 -2.957074
H 0.611491 2.088662 -4.418783
H -0.308662 3.563709 -4.798297
H 2.210090 4.252065 -4.155166
H 1.825589 4.996838 -1.637215
H -2.351071 2.774675 -0.682511
H -3.385670 3.421039 1.482113

Atomic forces in eV per Å
C -0.2 0.0 0.3
C 0.1 -0.4 0.6
C -0.2 -0.2 0.3
O -0.9 -1.0 -0.3
B 2.7 1.9 -0.1
C -1.2 0.8 -0.1
C 1.1 -0.5 -0.1
C -0.3 0.3 -0.1
C -0.1 0.0 0.0
C -0.3 0.2 0.1
C 1.3 -0.3 0.1
C -0.3 -1.2 1.1
C 0.3 0.6 -0.3
C 0.4 0.6 -0.1
O -1.3 -0.3 -0.1
C -0.5 0.1 -0.6
C -0.1 -0.1 -0.2
C -0.1 -0.1 -0.2
H 0.1 0.2 0.0
H 0.0 -0.3 -0.3
H 0.0 -0.1 0.1
H 0.0 -0.1 -0.2
H 0.0 -0.1 0.1
H -0.1 0.1 0.0
H 0.0 -0.2 -0.2
H 0.0 0.0 -0.3
H -0.2 0.1 0.0
H 0.0 0.0 0.3
H 0.0 -0.2 0.3
H 0.0 0.1 0.1
H 0.1 0.1 0.0
H 0.0 -0.2 0.0
H -0.2 0.3 0.2
H 0.2 -0.1 -0.2
H 0.0 0.1 0.2
H -0.2 0.1 -0.1
H 0.1 -0.2 0.0
H 0.2 0.1 0.0
H -0.2 -0.1 0.2
H -0.1 0.0 -0.2
Cl 0.0 0.0 0.0
C 0.3 -0.4 -0.7
C 0.2 -0.1 -0.3
C -0.4 -0.1 0.2
C 0.0 0.1 0.3
C -0.6 0.0 0.0
C 0.4 0.0 -0.9
C -0.5 0.0 0.9
C -1.0 0.1 1.1
C 0.5 -0.2 -1.1
C 0.1 0.3 0.0
C 0.2 0.0 -0.4
H -0.1 -0.1 -0.2
H -0.3 -0.2 0.3
H 0.0 0.4 0.1
H 0.3 -0.1 0.2
H 0.0 0.3 0.1
H 0.4 -0.1 0.1
H -0.1 -0.1 0.3
H -0.1 -0.3 -0.3
H 0.2 0.2 0.4
H 0.2 0.1 0.0



4.
Density functional theory data (the ωB97M-V functional and the def2-TZVPD basis) for C26H32BKO12S2Sn as an isolated structure at a distorted geometry.

Results
- Maximum force: 4.26 eV/Å
- LUMO energy: 2.4028 eV
- HOMO level: -0.847 eV
- Gap between HOMO and LUMO: 3.25 eV
- Total charge: -2
- Electronic energy: -96549.2315 eV

Geometry (Å):
Sn -1.320037 2.122780 1.671672
K -0.976408 -0.770581 -2.373707
B 0.191203 -0.128668 0.157774
H 0.653597 -0.146372 1.256152
H -0.916088 -0.400093 0.242421
H 0.395103 0.955092 -0.284145
H 0.737163 -0.841146 -0.546764
C -3.153590 4.612715 -3.605661
C -2.409709 3.632459 -4.305772
C -1.557350 2.652156 -3.537889
O -0.813148 1.797554 -4.058306
C -1.468691 2.784491 -2.136797
C -2.135459 3.773401 -1.429530
C -3.007060 4.833553 -2.222142
O -3.365750 5.826666 -1.582024
O -2.038690 3.889192 -0.172630
O -2.619565 3.499501 -5.524782
H -3.911501 5.150066 -4.154913
H -0.976313 2.050452 -1.507589
C -5.467215 1.823449 -2.848963
C -5.027021 0.615456 -3.394646
C -4.268479 -0.349967 -2.526441
O -3.885294 -1.491270 -2.930881
C -4.015355 -0.120992 -1.183965
C -4.297016 1.126396 -0.625343
C -5.250383 2.107470 -1.446276
O -5.774761 3.029019 -0.830536
O -3.787369 1.532936 0.458601
O -5.213894 0.405201 -4.614994
H -5.969589 2.598168 -3.405257
H -3.388155 -0.772486 -0.583712
C -1.673012 -2.559133 2.378598
S -1.759559 -4.165686 1.548439
O -2.811137 -4.881277 2.333152
C -2.569268 -3.662547 0.010134
H -1.055956 -1.957684 1.711737
H -1.269037 -2.690891 3.380394
H -2.697194 -2.209607 2.512622
H -3.159569 -2.759718 0.165623
H -3.319375 -4.419757 -0.216817
H -1.871176 -3.589256 -0.822770
C 2.669431 2.425683 -0.459146
S 1.244617 3.524208 -0.369570
O 1.198713 3.811993 1.128154
C 2.012864 5.005800 -0.997592
H 2.606096 1.882947 -1.404509
H 2.505778 1.755882 0.383628
H 3.672918 2.839862 -0.354030
H 2.296315 4.905228 -2.051813
H 2.966372 5.208341 -0.513178
H 1.267993 5.798604 -0.998676
C 1.754773 -1.977853 3.799466
C 2.079325 -3.128199 3.093266
C 2.477855 -4.322309 3.674918
C 2.479082 -4.442122 5.057423
C 2.068543 -3.347070 5.808743
C 1.745504 -2.159845 5.185664
H 1.411288 -1.072347 3.322263
H 2.135657 -3.043098 2.011564
H 2.782923 -5.146477 3.044937
H 2.854036 -5.354641 5.501693
H 2.119724 -3.515295 6.877548
H 1.453505 -1.342148 5.837875
O 5.672981 -2.974471 1.997200
C 5.471497 -2.429645 0.952519
O 6.034242 -2.799436 -0.211399
C 5.458019 -2.083828 -1.339582
C 4.185802 -1.497790 -0.754020
C 4.618067 -1.182256 0.676828
H 5.402491 -2.782242 -2.170232
H 6.211386 -1.330343 -1.584165
H 3.317169 -2.105896 -0.984636
H 4.039043 -0.529003 -1.241114
H 3.780615 -1.207782 1.370117
H 5.227487 -0.285498 0.755786

Atomic forces in eV per Å
Sn -1.6 0.9 -3.8
K -1.0 0.6 -0.7
B 0.6 1.3 1.4
H 0.5 -0.1 0.8
H -2.0 -0.2 0.0
H -0.3 0.9 -0.2
H 1.1 -1.4 -1.0
C 0.7 -0.6 1.1
C -2.5 0.5 -1.2
C 2.0 -0.6 0.6
O -0.5 -0.4 -0.7
C -1.4 0.8 1.1
C 0.2 -0.8 -1.2
C 0.8 0.7 0.3
O -0.3 -0.2 0.1
O 0.6 -0.6 2.4
O 1.2 -0.5 -0.1
H 0.2 0.2 0.0
H 0.3 -0.1 -0.4
C 0.9 -0.2 2.9
C -0.6 1.8 -2.2
C 0.2 -3.4 0.0
O 0.2 0.8 -1.0
C 0.1 2.2 1.5
C 0.4 0.0 -0.8
C -0.3 -0.5 -0.6
O 0.1 0.3 0.4
O 0.9 0.5 1.3
O 0.4 -1.3 0.4
H -0.1 -0.2 -0.3
H 0.0 -0.3 -0.2
C -0.1 -0.4 -0.5
S -0.5 0.1 0.6
O 0.0 -0.5 0.0
C -0.5 0.2 0.2
H -0.1 0.5 0.4
H 0.4 -0.2 -0.2
H 0.0 0.2 -0.4
H 0.3 0.2 -0.1
H 0.3 -0.3 0.1
H 0.0 0.2 0.1
C 0.1 -0.6 -0.4
S 1.0 0.6 1.0
O -0.9 -0.6 0.0
C 0.3 0.1 -1.4
H 0.0 -0.1 0.1
H -0.1 -0.2 -0.2
H -0.3 0.6 0.0
H -0.3 -0.4 -0.1
H -0.4 0.2 0.6
H 0.1 0.1 0.5
C -0.2 -1.6 1.2
C 0.5 0.6 -1.4
C -0.2 0.1 0.3
C 0.1 0.2 -0.8
C 0.8 -1.1 -0.1
C -0.5 1.2 0.6
H 0.2 0.1 0.0
H -0.2 -0.2 0.0
H 0.0 0.0 0.0
H -0.2 0.0 0.2
H -0.3 0.7 0.1
H 0.0 0.1 -0.1
O 0.2 -0.2 -0.1
C 0.1 1.2 0.2
O 0.3 -1.0 -0.3
C 0.9 -0.2 1.0
C 0.6 2.1 -1.5
C -0.9 -2.2 0.2
H -0.4 0.0 0.1
H -0.3 0.2 -0.2
H -0.1 -0.2 0.8
H -0.4 -0.2 -0.2
H 0.1 0.5 0.1
H -0.1 0.1 0.0



Look up the electronic energy of the second one.
-88262.8769 eV